--- 1 ---
C4H11NS | wB97M-V/def2-TZVPD

## Properties
Frontier orbital gap   9.21 eV
Structure (SMILES)   C=CN.CSC

Geometry as ORCA input:
```
! RIJCOSX wB97M-V def2-TZVPD def2/J DEFGRID3
* xyz 0 1
C 0.803 2.232 -2.220
C 1.104 2.090 -0.945
N 0.113 1.971 0.080
H -0.117 1.893 -2.698
H 1.419 2.762 -2.938
H 2.148 1.981 -0.683
H -0.068 2.690 0.756
H -0.601 1.331 -0.181
C -0.253 -3.129 0.273
S 0.528 -1.950 1.461
C -0.766 -0.694 1.700
H -0.162 -2.613 -0.687
H -1.314 -3.011 0.491
H 0.100 -4.146 0.306
H -1.801 -0.996 1.844
H -0.502 -0.268 2.673
H -0.632 -0.144 0.767
*
```



--- 2 ---
C4H11NS | wB97M-V/def2-TZVPD

## Properties
Frontier orbital gap   9.35 eV
Structure (SMILES)   CSCCCN

Geometry as ORCA input:
```
! RIJCOSX wB97M-V def2-TZVPD def2/J DEFGRID3
* xyz 0 1
C -0.042 -1.380 2.464
S -0.468 -2.178 0.875
C -0.717 -0.695 -0.132
C 0.653 -0.232 -0.721
C 0.348 0.894 -1.730
N -0.162 2.057 -1.026
H 1.033 -1.464 2.624
H -0.279 -0.332 2.553
H -0.452 -2.063 3.221
H -1.382 -0.838 -0.991
H -1.199 0.110 0.431
H 1.239 0.298 0.020
H 0.968 -1.160 -1.192
H -0.310 0.611 -2.549
H 1.339 1.154 -2.149
H -0.289 2.357 -0.084
H -0.277 2.862 -1.615
*
```



The most stable arrangement is 2, and the next structure is 33.5 kcal/mol less stable.



--- 1 ---
C4H11NS | wB97M-V/def2-TZVPD

## Properties
Frontier orbital gap   4.85 eV

Geometry as ORCA input:
```
! RIJCOSX wB97M-V def2-TZVPD def2/J DEFGRID3
* xyz 0 1
C -0.746 -0.863 0.878
C 0.124 -0.960 -0.459
C 0.938 -0.163 0.361
S -1.178 1.891 -0.803
C 0.285 2.147 -1.873
N -0.253 -1.720 1.974
H -1.062 0.139 1.197
H -1.674 -1.323 0.529
H 0.423 -1.991 -0.626
H -0.387 -0.587 -1.335
H 0.810 0.895 0.537
H 1.785 -0.632 0.857
H 0.562 1.253 -2.437
H 1.148 2.475 -1.288
H 0.056 2.942 -2.581
H -0.977 -2.306 2.337
H 0.146 -1.198 2.731
*
```



--- 2 ---
C4H11NS | wB97M-V/def2-TZVPD

## Properties
Frontier orbital gap   9.10 eV
Structure (SMILES)   CCSCNC

Geometry as ORCA input:
```
! RIJCOSX wB97M-V def2-TZVPD def2/J DEFGRID3
* xyz 0 1
C 2.039 0.140 -1.052
C 1.906 1.001 0.157
S 0.282 1.757 0.336
C -0.769 0.310 1.081
N -1.161 -0.652 0.132
C -2.521 -0.943 -0.136
H 1.209 0.111 -1.782
H 2.362 -0.929 -0.754
H 2.811 0.469 -1.729
H 2.538 1.918 0.097
H 2.179 0.640 1.157
H -1.542 0.872 1.574
H -0.068 -0.163 1.813
H -0.458 -1.329 -0.084
H -2.646 -1.415 -1.167
H -3.158 -0.045 -0.089
H -3.002 -1.741 0.444
*
```



--- 3 ---
C4H11NS | wB97M-V/def2-TZVPD

## Properties
Frontier orbital gap   9.73 eV
Structure (SMILES)   CCSCNC

Geometry as ORCA input:
```
! RIJCOSX wB97M-V def2-TZVPD def2/J DEFGRID3
* xyz 0 1
C 1.167 2.080 0.715
C 1.512 0.654 0.320
S 0.839 0.108 -1.248
C -0.914 0.074 -0.697
N -1.387 -0.939 0.223
C -0.917 -2.276 -0.105
H 0.097 2.274 0.856
H 1.161 2.659 -0.231
H 1.681 2.570 1.507
H 1.413 -0.110 1.082
H 2.598 0.606 0.098
H -1.437 -0.018 -1.655
H -1.122 1.086 -0.368
H -2.399 -0.897 0.126
H -1.160 -2.614 -1.134
H -1.298 -3.067 0.541
H 0.165 -2.190 -0.030
*
```



The most stable arrangement is 3, and the next structure is 6.6 kcal/mol less stable.



--- 1 ---
H12O6 | wB97M-V/def2-TZVPD

## Properties
Frontier orbital gap (alpha / beta)   2.58 / 11.28 eV
⟨S²⟩   0.750

Geometry as ORCA input:
```
! RIJCOSX wB97M-V def2-TZVPD def2/J DEFGRID3
* xyz -1 2
O -1.180 -2.204 -1.091
H -1.024 -2.368 -0.160
H -0.717 -2.911 -1.540
O 2.223 1.304 -1.779
H 1.568 1.880 -1.385
H 2.183 0.503 -1.256
O -2.173 -0.205 -2.460
H -3.040 -0.113 -2.066
H -1.751 -0.899 -1.954
O 1.995 -1.449 -0.241
H 2.709 -1.144 0.319
H 1.264 -0.867 -0.036
O 0.320 0.531 0.545
H 0.020 0.881 1.383
H -0.477 0.221 0.115
O -0.537 2.098 3.538
H -0.927 1.711 4.322
H -0.454 3.029 3.746
*
```



--- 2 ---
H12O6 | wB97M-V/def2-TZVPD

## Properties
Frontier orbital gap (alpha / beta)   2.94 / 10.26 eV
⟨S²⟩   0.750

Geometry as ORCA input:
```
! RIJCOSX wB97M-V def2-TZVPD def2/J DEFGRID3
* xyz -1 2
O 6.465 35.739 45.427
H 6.138 35.430 46.272
H 7.189 36.324 45.649
O 5.352 35.533 48.171
H 4.954 35.230 48.987
H 5.950 36.230 48.440
O 1.718 33.850 49.503
H 1.866 34.067 50.423
H 0.917 34.320 49.272
O 0.263 31.771 48.143
H 0.628 32.499 48.646
H -0.450 31.437 48.688
O 3.107 34.203 46.862
H 3.954 34.627 47.003
H 2.711 34.162 47.733
O 3.460 31.605 49.652
H 2.861 30.876 49.489
H 2.912 32.386 49.580
*
```



The most stable arrangement is 2, and the next structure is 3.8 kcal/mol less stable.



--- 1 ---
C3H5ClO2 | wB97M-V/def2-TZVPD

## Properties
Frontier orbital gap   10.36 eV
Structure (SMILES)   CO[C@H](Cl)C=O

Geometry as ORCA input:
```
! RIJCOSX wB97M-V def2-TZVPD def2/J DEFGRID3
* xyz 0 1
C -1.651 0.065 -0.635
O -0.292 -0.442 -0.438
C 0.480 0.280 0.379
Cl 0.853 1.914 -0.186
C 1.822 -0.733 0.518
O 2.192 -1.471 -0.329
H -1.619 1.171 -0.623
H -2.298 -0.259 0.067
H -1.806 -0.172 -1.774
H 0.110 0.195 1.494
H 2.210 -0.548 1.527
*
```



--- 2 ---
C3H5ClO2 | wB97M-V/def2-TZVPD

## Properties
Frontier orbital gap   10.64 eV
Structure (SMILES)   C[C@@](O)(Cl)C=O

Geometry as ORCA input:
```
! RIJCOSX wB97M-V def2-TZVPD def2/J DEFGRID3
* xyz 0 1
C 0.639 0.601 -0.062
C -0.769 0.102 0.331
O -0.949 -0.149 1.641
Cl -1.882 1.416 -0.387
C -1.257 -1.219 -0.455
O -2.111 -1.939 -0.009
H 0.683 1.650 -0.309
H 1.132 0.080 -0.814
H 1.206 0.404 0.824
H -1.749 -0.721 1.831
H -0.762 -1.323 -1.481
*
```



The most stable arrangement is 2, and the next structure is 32.2 kcal/mol less stable.



--- 1 ---
CHN3OS | wB97M-V/def2-TZVPD

## Properties
Frontier orbital gap   9.57 eV
Structure (SMILES)   S=c1[nH]nno1

Geometry as ORCA input:
```
! RIJCOSX wB97M-V def2-TZVPD def2/J DEFGRID3
* xyz 0 1
S 0.326 1.902 1.457
C 0.070 0.701 0.365
N -0.383 -0.610 0.363
N -0.135 -1.240 -0.761
N 0.169 -0.398 -1.658
O 0.309 0.848 -0.973
H -0.355 -1.203 1.207
*
```



--- 2 ---
CHN3OS | wB97M-V/def2-TZVPD

## Properties
Frontier orbital gap   9.87 eV
Structure (SMILES)   S=c1[nH]nno1

Geometry as ORCA input:
```
! RIJCOSX wB97M-V def2-TZVPD def2/J DEFGRID3
* xyz 0 1
S 1.981 -0.013 0.015
C 0.349 0.008 -0.004
N -0.571 1.036 -0.051
N -1.836 0.580 0.060
N -1.802 -0.661 0.002
O -0.501 -1.068 -0.029
H -0.317 2.017 -0.054
*
```



The most stable arrangement is 2, and the next structure is 5.0 kcal/mol less stable.



--- 1 ---
C6H14NO | wB97M-V/def2-TZVPD

## Properties
Frontier orbital gap   5.97 eV

Geometry as ORCA input:
```
! RIJCOSX wB97M-V def2-TZVPD def2/J DEFGRID3
* xyz -1 1
C -1.229 -0.737 1.112
C -1.600 -1.465 -0.138
C 0.202 -0.058 1.076
N 1.329 -1.002 1.230
C 2.612 -0.010 -0.564
C 2.106 0.004 0.827
C -0.888 1.625 -1.540
O -2.212 1.219 -1.439
H -1.296 -1.375 1.983
H -1.889 0.142 1.352
H -1.721 -0.691 -0.937
H -0.921 -2.286 -0.408
H -2.565 -2.014 -0.069
H 0.051 0.630 0.269
H 0.222 0.595 1.979
H -0.640 2.377 -2.390
H 1.852 -0.588 -1.150
H 2.687 1.002 -1.019
H 3.517 -0.555 -0.682
H 2.516 0.775 1.484
H -0.128 0.781 -1.486
H -0.510 2.306 -0.663
*
```



--- 2 ---
C6H14NO | wB97M-V/def2-TZVPD

## Properties
Frontier orbital gap   4.39 eV

Geometry as ORCA input:
```
! RIJCOSX wB97M-V def2-TZVPD def2/J DEFGRID3
* xyz -1 1
C 0.659 -1.393 0.220
C -0.448 -1.015 1.154
C -1.769 -1.825 0.875
O -1.697 -3.086 1.292
C 0.640 -0.588 -1.098
N 1.181 0.705 -0.889
C 0.311 1.763 -1.183
C 0.820 3.130 -0.690
H 0.564 -2.477 0.083
H 1.632 -1.195 0.675
H -0.175 -1.632 2.232
H -0.565 0.049 1.354
H -2.579 -1.224 1.367
H -1.990 -1.737 -0.219
H -0.390 -0.566 -1.501
H 1.262 -1.112 -1.839
H 0.248 -1.900 2.909
H -0.707 1.634 -0.719
H 0.164 1.978 -2.270
H 1.120 3.155 0.361
H 1.689 3.461 -1.268
H 0.029 3.874 -0.847
*
```



--- 3 ---
C6H14NO | wB97M-V/def2-TZVPD

## Properties
Frontier orbital gap   3.54 eV

Geometry as ORCA input:
```
! RIJCOSX wB97M-V def2-TZVPD def2/J DEFGRID3
* xyz -1 1
C -4.559 -0.809 -0.219
C -3.382 0.181 -0.145
N -2.182 -0.492 0.315
C -1.068 0.199 -0.172
C 4.437 -0.285 1.061
C 3.781 0.044 -0.352
C 2.427 0.666 -0.228
O 1.665 1.438 -0.960
H -4.867 -1.303 0.758
H -5.372 -0.215 -0.724
H -4.382 -1.593 -0.927
H -3.281 0.622 -1.174
H -3.825 0.983 0.519
H -0.729 -0.216 -1.193
H -1.355 1.265 -0.355
H -0.248 0.265 0.516
H 3.700 -0.937 1.448
H 5.389 -0.817 0.934
H 4.516 0.576 1.705
H 4.462 0.323 -1.231
H 2.204 0.658 0.913
H 2.670 -0.553 -0.489
*
```



The most stable arrangement is 1, and the next structure is 19.4 kcal/mol less stable.



--- 1 ---
C4H4FN | wB97M-V/def2-TZVPD

## Properties
Frontier orbital gap   9.31 eV
Structure (SMILES)   Fc1cc[nH]c1

Geometry as ORCA input:
```
! RIJCOSX wB97M-V def2-TZVPD def2/J DEFGRID3
* xyz 0 1
F 2.425 -0.016 -0.013
C 1.131 0.042 -0.054
C 0.308 1.179 -0.082
C -1.038 0.649 -0.042
N -0.921 -0.701 -0.092
C 0.397 -1.111 -0.027
H 0.619 2.232 0.019
H -1.922 1.193 0.167
H -1.672 -1.311 0.192
H 0.673 -2.155 -0.070
*
```



--- 2 ---
C4H4FN | wB97M-V/def2-TZVPD

## Properties
Frontier orbital gap (alpha / beta)   8.88 / 8.88 eV

Geometry as ORCA input:
```
! RIJCOSX wB97M-V def2-TZVPD def2/J DEFGRID3
* xyz 0 1
C 1.417 -1.538 0.166
C 1.128 -0.124 0.034
C 2.339 0.412 -0.142
C -0.213 0.574 0.008
N 2.661 -1.698 0.051
F 3.053 1.511 -0.308
H 0.620 -2.348 0.413
H -0.090 1.235 -0.843
H -0.433 1.207 1.009
H -1.051 -0.244 -0.086
*
```



--- 3 ---
C4H4FN | wB97M-V/def2-TZVPD

## Properties
Frontier orbital gap   9.39 eV

Geometry as ORCA input:
```
! RIJCOSX wB97M-V def2-TZVPD def2/J DEFGRID3
* xyz 0 1
C -0.980 0.946 -0.480
C -1.329 -0.327 -0.214
C -2.260 1.276 0.022
C -1.049 -0.937 1.059
N -3.038 1.787 0.745
F -2.368 -0.848 -1.040
H -0.131 1.440 0.338
H -1.021 -2.046 1.197
H -1.895 -0.492 1.475
H -0.197 -0.569 1.664
*
```



--- 4 ---
C4H4FN | wB97M-V/def2-TZVPD

## Properties
Frontier orbital gap   10.72 eV
Structure (SMILES)   C/C(C#N)=C/F

Geometry as ORCA input:
```
! RIJCOSX wB97M-V def2-TZVPD def2/J DEFGRID3
* xyz 0 1
C 0.671 1.061 0.058
C -0.047 -0.252 -0.086
C 0.659 -1.509 0.003
N 1.307 -2.448 0.013
C -1.377 -0.233 0.018
F -2.098 -1.418 0.039
H 0.084 1.993 0.034
H 1.407 1.073 0.914
H 1.370 1.086 -0.843
H -1.976 0.650 -0.150
*
```



The most stable arrangement is 1, and the next structure is 13.4 kcal/mol less stable.